Run P
{
  "formula": "C2H3N3O",
  "method": "the ωB97M-V functional and the def2-TZVPD basis",
  "homo_ev": -9.694,
  "orbital_gap_ev": 9.04,
  "symbols": ["C", "C", "N", "O", "N", "N", "H", "H", "H"],
  "xyz": [[-1.362, -0.050, 0.073], [0.307, -0.032, 0.005], [0.132, -1.021, 0.701], [2.631, -0.372, 0.191], [2.350, 0.593, -0.475], [0.997, 0.869, -0.641], [-1.535, 0.938, 0.501], [-1.597, -0.128, -0.988], [-1.923, -0.798, 0.633]]
}

***

Run Q
{
  "formula": "C2H3N3O",
  "method": "the ωB97M-V functional and the def2-TZVPD basis",
  "smiles": "Cc1nnno1",
  "homo_ev": -11.485,
  "orbital_gap_ev": 12.26,
  "symbols": ["C", "C", "N", "N", "N", "O", "H", "H", "H"],
  "xyz": [[1.542, -1.256, 0.332], [0.392, -0.402, 0.149], [-0.775, -0.464, 0.703], [-1.475, 0.584, 0.157], [-0.758, 1.240, -0.629], [0.477, 0.590, -0.682], [2.082, -1.105, 1.310], [1.249, -2.239, 0.059], [2.307, -0.940, -0.413]]
}

***

Which of them is the least stable? Correct choice: run P.

***

Run P
{
  "formula": "C2H3N3O",
  "method": "the ωB97M-V functional and the def2-TZVPD basis",
  "smiles": "Oc1nc[nH]n1",
  "homo_ev": -9.411,
  "orbital_gap_ev": 10.31,
  "symbols": ["O", "C", "N", "C", "N", "N", "H", "H", "H"],
  "xyz": [[2.195, 0.370, -0.071], [0.867, 0.216, -0.010], [0.249, -0.900, -0.476], [-1.014, -0.651, -0.198], [-1.127, 0.547, 0.389], [0.089, 1.134, 0.521], [2.539, -0.429, -0.494], [-1.851, -1.307, -0.394], [-1.948, 1.019, 0.732]]
}

***

Run Q
{
  "formula": "C2H3N3O",
  "method": "the ωB97M-V functional and the def2-TZVPD basis",
  "homo_ev": -9.454,
  "orbital_gap_ev": 10.16,
  "symbols": ["O", "C", "N", "N", "N", "C", "H", "H", "H"],
  "xyz": [[0.270, 1.188, 1.759], [0.087, 0.395, 0.696], [-0.501, 0.800, -0.402], [-0.400, -0.236, -1.242], [0.046, -1.360, -0.614], [0.450, -1.008, 0.659], [-0.097, 2.059, 1.550], [-1.035, -0.316, -2.023], [1.180, -1.522, -0.383]]
}

***

Which of them is the least stable? Correct choice: run Q.

***

Run P
{
  "formula": "C2H3N3O",
  "method": "the ωB97M-V functional and the def2-TZVPD basis",
  "smiles": "Oc1nnc[nH]1",
  "homo_ev": -9.291,
  "orbital_gap_ev": 9.90,
  "symbols": ["O", "C", "N", "N", "C", "N", "H", "H", "H"],
  "xyz": [[-0.436, -0.500, 1.983], [-0.116, -0.177, 0.730], [1.148, 0.069, 0.543], [1.331, 0.381, -0.762], [0.171, 0.315, -1.331], [-0.817, -0.042, -0.422], [0.515, -0.404, 2.256], [0.006, 0.515, -2.376], [-1.800, -0.159, -0.621]]
}

***

Run Q
{
  "formula": "C2H3N3O",
  "method": "the ωB97M-V functional and the def2-TZVPD basis",
  "homo_ev": -10.807,
  "orbital_gap_ev": 9.67,
  "symbols": ["C", "C", "N", "N", "N", "O", "H", "H", "H"],
  "xyz": [[-1.800, 0.280, 1.018], [1.484, -0.168, -0.525], [-2.598, 0.890, 1.591], [-1.065, -0.511, 0.241], [0.296, 0.380, -0.486], [1.803, -1.132, 0.116], [2.171, 0.407, -1.279], [-0.447, -1.139, 0.653], [0.156, 0.991, -1.329]]
}

***

Which of them is the least stable? Correct choice: run Q.